Entry 1:
Entry from OMol25: a cluster of 11 separate species, C46H121N15O18 in total in a non-equilibrium geometry (the ωB97M-V functional and the def2-TZVPD basis).

Largest force on an atom: 5.7 eV Å⁻¹
SMILES: COCCNCCOC.COCCNCCOC.COCCNCCOC.COCCNCCOC.COCCNCCOC.COCCNCCOC.COCCNCCOC.NC(N)=O.NC(N)=O.NC(N)=O.NC(N)=O
Molecular weight: 1172.6 Da
Kohn-Sham gap: 0.3116 Eh
Net charge: 0

Cartesian coordinates (Å):
1 C -2.703 -3.984 -3.720
2 O -2.827 -5.099 -2.823
3 C -1.593 -5.454 -2.276
4 C -1.821 -6.650 -1.271
5 N -2.440 -7.849 -1.818
6 C -1.562 -8.454 -2.756
7 C -0.369 -9.188 -2.012
8 O 0.387 -9.929 -2.986
9 C 1.581 -10.563 -2.546
10 H -3.743 -3.681 -3.844
11 H -2.253 -4.164 -4.696
12 H -2.036 -3.172 -3.432
13 H -1.311 -4.604 -1.656
14 H -0.811 -5.561 -3.028
15 H -2.592 -6.291 -0.589
16 H -0.865 -6.840 -0.783
17 H -3.188 -7.563 -2.433
18 H -1.070 -7.848 -3.517
19 H -2.038 -9.177 -3.418
20 H -0.806 -9.934 -1.349
21 H 0.232 -8.424 -1.518
22 H 1.915 -11.274 -3.301
23 H 1.296 -11.190 -1.701
24 H 2.398 -9.862 -2.379
25 C 1.592 5.868 -1.546
26 O 0.375 5.744 -0.923
27 C -0.330 4.620 -1.490
28 C -1.715 4.535 -0.763
29 N -1.423 4.448 0.646
30 C -2.401 4.929 1.502
31 C -1.849 4.974 2.933
32 O -2.794 5.681 3.707
33 C -3.981 5.034 3.956
34 H 2.099 6.646 -0.975
35 H 1.249 6.108 -2.552
36 H 2.353 5.092 -1.469
37 H 0.109 3.631 -1.361
38 H -0.579 4.804 -2.535
39 H -2.338 3.764 -1.216
40 H -2.295 5.448 -0.894
41 H -0.572 4.989 0.713
42 H -3.357 4.424 1.363
43 H -2.840 5.887 1.226
44 H -0.871 5.420 3.117
45 H -1.758 3.983 3.379
46 H -4.536 5.861 4.399
47 H -3.713 4.184 4.584
48 H -4.560 4.630 3.127
49 C -3.660 -5.602 3.187
50 O -3.923 -5.474 4.605
51 C -5.215 -4.965 4.839
52 C -5.469 -4.627 6.325
53 N -5.370 -5.832 7.111
54 C -5.767 -5.620 8.500
55 C -7.132 -4.852 8.596
56 O -6.944 -3.461 8.506
57 C -8.094 -2.599 8.533
58 H -2.641 -5.911 2.951
59 H -3.859 -4.671 2.656
60 H -4.340 -6.309 2.712
61 H -5.963 -5.611 4.378
62 H -5.316 -4.030 4.289
63 H -6.451 -4.158 6.378
64 H -4.801 -3.832 6.658
65 H -4.401 -6.109 7.055
66 H -4.950 -5.173 9.067
67 H -5.843 -6.660 8.815
68 H -7.661 -5.048 9.529
69 H -7.867 -5.172 7.858
70 H -8.987 -2.866 7.968
71 H -7.747 -1.577 8.379
72 H -8.453 -2.665 9.560
73 C -2.325 -0.269 -4.415
74 O -1.527 0.679 -3.638
75 C -2.237 1.789 -3.253
76 C -2.470 2.845 -4.332
77 N -1.149 3.098 -4.873
78 C -1.080 4.140 -5.868
79 C 0.348 4.300 -6.507
80 O 0.422 3.185 -7.456
81 C 1.595 3.041 -8.210
82 H -1.726 -1.177 -4.483
83 H -2.490 0.226 -5.373
84 H -3.134 -0.520 -3.729
85 H -1.612 2.155 -2.438
86 H -3.232 1.629 -2.836
87 H -2.853 3.808 -3.994
88 H -3.005 2.439 -5.191
89 H -0.593 2.312 -5.178
90 H -1.289 5.082 -5.361
91 H -1.806 4.050 -6.676
92 H 1.183 4.236 -5.809
93 H 0.338 5.198 -7.125
94 H 2.364 2.714 -7.510
95 H 1.771 3.950 -8.785
96 H 1.295 2.302 -8.952
97 C -3.585 -1.982 0.405
98 O -2.555 -0.979 0.121
99 C -1.390 -1.533 -0.580
100 C -0.170 -0.656 -0.750
101 N 0.345 -0.618 0.608
102 C 1.583 0.065 0.826
103 C 1.668 1.587 0.592
104 O 3.013 1.974 0.849
105 C 3.265 3.260 0.467
106 H -3.696 -2.730 -0.379
107 H -4.535 -1.450 0.358
108 H -3.598 -2.426 1.401
109 H -1.808 -1.659 -1.579
110 H -1.126 -2.547 -0.280
111 H -0.527 0.313 -1.099
112 H 0.579 -1.116 -1.394
113 H -0.414 -0.345 1.216
114 H 2.330 -0.496 0.263
115 H 1.848 -0.103 1.870
116 H 1.005 2.267 1.126
117 H 1.294 1.703 -0.425
118 H 2.558 3.853 1.047
119 H 2.943 3.424 -0.561
120 H 4.185 3.843 0.429
121 C 5.712 -2.568 4.915
122 O 6.382 -1.591 4.186
123 C 5.545 -0.433 3.902
124 C 5.374 -0.168 2.399
125 N 6.616 0.322 1.760
126 C 6.520 0.506 0.308
127 C 7.829 1.060 -0.283
128 O 7.568 1.034 -1.650
129 C 8.503 0.463 -2.515
130 H 5.469 -2.044 5.839
131 H 6.201 -3.542 4.928
132 H 4.783 -2.814 4.400
133 H 6.120 0.390 4.326
134 H 4.551 -0.479 4.347
135 H 4.510 0.475 2.232
136 H 5.082 -1.105 1.925
137 H 6.680 1.267 2.111
138 H 5.770 1.285 0.173
139 H 6.298 -0.441 -0.185
140 H 8.672 0.442 0.027
141 H 8.064 2.049 0.112
142 H 8.851 -0.549 -2.310
143 H 9.489 0.902 -2.363
144 H 8.137 0.413 -3.541
145 C 4.714 5.859 -3.240
146 O 5.086 5.235 -2.101
147 C 5.784 4.013 -2.254
148 C 7.364 4.153 -2.589
149 N 7.934 5.314 -1.973
150 C 8.651 6.162 -2.935
151 C 9.294 7.448 -2.243
152 O 9.975 8.379 -3.114
153 C 9.600 9.776 -3.092
154 H 5.590 5.922 -3.886
155 H 4.323 6.837 -2.957
156 H 3.955 5.230 -3.706
157 H 5.257 3.357 -2.945
158 H 5.771 3.472 -1.308
159 H 7.382 4.360 -3.658
160 H 7.967 3.262 -2.410
161 H 7.208 5.882 -1.559
162 H 8.059 6.433 -3.810
163 H 9.510 5.530 -3.156
164 H 9.987 7.160 -1.452
165 H 8.586 8.136 -1.781
166 H 10.407 10.272 -3.630
167 H 9.471 10.106 -2.061
168 H 8.738 9.986 -3.725
169 N -5.334 1.598 0.603
170 C -6.106 2.614 0.753
171 N -7.303 2.323 1.206
172 O -5.797 3.799 0.532
173 H -5.668 0.653 0.723
174 H -4.330 1.669 0.524
175 H -7.497 1.377 1.504
176 H -7.945 3.058 1.466
177 N -2.388 1.017 2.579
178 C -2.496 0.436 3.724
179 N -2.469 1.237 4.758
180 O -2.760 -0.732 3.740
181 H -2.131 1.989 2.477
182 H -2.384 0.469 1.731
183 H -2.006 2.094 4.491
184 H -2.122 0.751 5.573
185 N -0.719 -3.163 2.337
186 C 0.101 -4.072 1.846
187 N 0.815 -3.550 0.842
188 O 0.242 -5.142 2.401
189 H -0.755 -2.290 1.831
190 H -1.033 -3.343 3.280
191 H 1.045 -2.567 0.817
192 H 1.277 -4.170 0.192
193 N -7.375 -4.940 -0.807
194 C -6.072 -4.778 -0.811
195 N -5.456 -4.734 -1.923
196 O -5.428 -4.738 0.226
197 H -7.831 -4.962 0.095
198 H -7.654 -5.168 -1.750
199 H -4.462 -4.881 -1.822
200 H -6.084 -4.989 -2.672

Entry 2:
Entry from OMol25: a structure of composition C24H55Cl4O5PSiTa in a non-equilibrium geometry (the ωB97M-V functional and the def2-TZVPD basis).

Largest force on an atom: 4.1 eV Å⁻¹
Molecular weight: 805.5 Da
Kohn-Sham gap: 0.2381 Eh
Net charge: -1

Cartesian coordinates (Å):
1 C 0.011 -0.267 5.196
2 C -1.083 -0.092 4.086
3 C -0.446 -0.056 2.699
4 Ta -1.767 0.667 0.952
5 O -0.886 -0.854 -0.203
6 C 0.002 1.976 0.254
7 C 1.251 1.147 -0.144
8 C 1.277 0.820 -1.626
9 P 2.944 0.703 -2.261
10 O 3.770 1.881 -2.020
11 O 3.595 -0.563 -1.492
12 C 3.795 -1.806 -2.180
13 C 5.242 -1.953 -2.630
14 O 2.739 0.426 -3.828
15 C 3.927 0.490 -4.649
16 C 3.590 1.296 -5.898
17 O -3.250 -0.685 1.537
18 C -3.809 -1.527 0.565
19 C -4.050 -3.001 0.965
20 C -4.404 -3.703 -0.360
21 C -2.862 -3.740 1.578
22 C -1.611 -3.821 0.696
23 C -2.537 -3.266 3.007
24 C -2.741 2.394 2.132
25 Cl -4.001 1.830 3.318
26 C -1.952 3.549 2.717
27 C -1.561 4.599 1.672
28 Cl -0.513 3.173 3.728
29 Si -3.074 1.497 -1.200
30 C -2.461 0.537 -2.745
31 C -2.898 3.347 -1.646
32 C -4.979 1.240 -1.109
33 H 0.000 0.595 5.857
34 H -0.144 -1.154 5.801
35 H 0.993 -0.261 4.742
36 H -1.770 -0.918 4.222
37 H -1.599 0.820 4.352
38 H -0.071 -1.062 2.493
39 H 0.447 0.565 2.741
40 H -0.168 -1.271 0.301
41 H 0.351 2.665 1.021
42 H -0.227 2.572 -0.629
43 H 1.392 0.276 0.486
44 H 2.108 1.792 0.043
45 H 0.716 1.539 -2.210
46 H 0.815 -0.143 -1.833
47 H 3.082 -1.996 -2.975
48 H 3.626 -2.581 -1.442
49 H 5.621 -2.927 -2.352
50 H 5.371 -1.852 -3.701
51 H 5.825 -1.181 -2.148
52 H 4.767 0.913 -4.116
53 H 4.129 -0.523 -4.975
54 H 3.861 2.332 -5.748
55 H 4.120 0.851 -6.736
56 H 2.537 1.186 -6.109
57 H -4.821 -1.166 0.365
58 H -3.298 -1.552 -0.400
59 H -4.948 -3.080 1.569
60 H -4.354 -4.781 -0.226
61 H -5.418 -3.481 -0.684
62 H -3.713 -3.454 -1.156
63 H -3.200 -4.769 1.700
64 H -1.756 -3.366 -0.275
65 H -1.292 -4.844 0.548
66 H -0.804 -3.273 1.166
67 H -3.383 -2.740 3.424
68 H -2.282 -4.122 3.623
69 H -1.692 -2.592 2.962
70 H -3.361 2.885 1.389
71 H -2.624 4.061 3.393
72 H -0.494 4.642 1.534
73 H -1.845 5.576 2.049
74 H -2.087 4.463 0.735
75 H -1.394 0.369 -2.654
76 H -2.974 -0.409 -2.857
77 H -2.627 1.162 -3.620
78 H -3.639 3.912 -1.083
79 H -1.934 3.799 -1.435
80 H -3.145 3.491 -2.698
81 H -5.320 1.146 -0.084
82 H -5.496 2.056 -1.607
83 H -5.226 0.340 -1.661
84 Cl 8.254 -0.989 -0.471
85 C 7.165 0.206 0.289
86 C 6.850 -0.146 1.719
87 Cl 5.841 -1.609 1.843
88 H 6.260 0.267 -0.313
89 H 7.670 1.169 0.248
90 H 6.292 0.667 2.179
91 H 7.757 -0.315 2.294

Entry 3:
Entry from OMol25: a cluster of 4 separate species, C2H14N2O3 in total in a non-equilibrium geometry (the ωB97M-V functional and the def2-TZVPD basis).

Largest force on an atom: 1.9 eV Å⁻¹
SMILES: NCCN.O.O.O
Molecular weight: 114.1 Da
Kohn-Sham gap: 0.3628 Eh
Net charge: 0

Cartesian coordinates (Å):
1 N 0.415 1.141 -1.581
2 C 0.042 0.942 -0.184
3 C -0.768 -0.388 -0.140
4 N -1.302 -0.550 1.193
5 H 1.138 1.783 -1.818
6 H -0.342 1.141 -2.240
7 H -0.659 1.705 0.151
8 H 0.948 0.831 0.398
9 H -1.592 -0.320 -0.847
10 H -0.011 -1.097 -0.454
11 H -2.088 -1.167 1.324
12 H -0.631 -0.654 1.935
13 O -2.742 1.871 1.624
14 H -1.979 1.247 1.601
15 H -3.269 1.670 2.401
16 O 1.811 -1.333 0.930
17 H 2.237 -2.107 1.319
18 H 2.238 -1.227 0.057
19 O 2.534 -1.076 -1.907
20 H 2.209 -1.971 -2.017
21 H 1.812 -0.443 -1.747

Entry 4:
Entry from OMol25: a structure of composition C23H25N4NbS in a non-equilibrium geometry (the ωB97M-V functional and the def2-TZVPD basis).

Largest force on an atom: 4.3 eV Å⁻¹
Molecular weight: 482.5 Da
Kohn-Sham gap (spin up / spin down): 0.1939 / 0.1884 Eh
Net charge: +4

Cartesian coordinates (Å):
1 Nb -0.448 0.484 -0.878
2 C -4.753 -1.680 -0.129
3 C -4.399 -0.272 -0.590
4 C -5.634 0.713 -0.277
5 C -3.139 0.237 0.017
6 C -2.820 1.619 -0.255
7 C -1.645 2.127 0.293
8 C -0.841 1.458 1.297
9 C 0.287 2.283 1.987
10 C -1.161 0.094 1.528
11 C -2.212 -0.536 0.823
12 H -5.556 -2.030 -0.824
13 H -5.066 -1.684 0.933
14 H -3.964 -2.475 -0.137
15 H -4.275 -0.156 -1.681
16 H -5.654 1.035 0.760
17 H -6.636 0.269 -0.480
18 H -5.497 1.579 -0.942
19 H -3.379 2.191 -0.970
20 H -1.350 3.133 0.001
21 H 0.433 1.881 2.945
22 H -0.052 3.322 2.061
23 H 1.287 2.287 1.460
24 H -0.646 -0.482 2.292
25 H -2.455 -1.545 1.117
26 N 2.356 3.701 -2.766
27 C 1.594 2.720 -2.200
28 S 0.112 1.888 -2.946
29 N 2.114 2.156 -1.071
30 N 1.568 0.886 -0.861
31 C 2.098 -0.295 -0.340
32 C 3.216 -0.269 0.566
33 C 4.268 0.662 0.375
34 C 5.383 0.633 1.217
35 C 5.435 -0.271 2.280
36 C 4.474 -1.240 2.469
37 C 3.342 -1.211 1.636
38 C 1.494 -1.550 -0.781
39 C 1.839 -2.916 -0.643
40 C 0.884 -3.914 -0.936
41 C -0.355 -3.640 -1.549
42 C -0.750 -2.345 -1.514
43 N 0.239 -1.365 -1.233
44 H 2.099 4.204 -3.599
45 H 2.894 4.272 -2.087
46 H 4.121 1.497 -0.320
47 H 6.188 1.418 0.986
48 H 6.310 -0.230 2.963
49 H 4.573 -2.049 3.191
50 H 2.612 -1.974 1.876
51 H 2.800 -3.172 -0.263
52 H 1.223 -4.985 -0.742
53 H -0.897 -4.465 -2.015
54 H -1.665 -1.997 -2.044

Entry 5:
Entry from OMol25: a cluster of 8 separate species, C33H29BCl21F2IO6S in total in a non-equilibrium geometry (the ωB97M-V functional and the def2-TZVPD basis).

Largest force on an atom: 2.9 eV Å⁻¹
SMILES: CB(O)c1c(F)cc2c(c1S(=O)(=O)F)C(=O)c1cc(COc3cc(C)ccc3C(C)C)c(I)cc1C2=O.ClC(Cl)Cl.ClC(Cl)Cl.ClC(Cl)Cl.ClC(Cl)Cl.ClC(Cl)Cl.ClC(Cl)Cl.ClC(Cl)Cl
Molecular weight: 1473.9 Da
Kohn-Sham gap: 0.2752 Eh
Net charge: 0

Cartesian coordinates (Å):
1 C 2.436 -5.141 1.142
2 B 3.546 -4.017 1.349
3 O 4.905 -4.299 1.395
4 C 3.057 -2.490 1.546
5 C 3.014 -2.069 2.871
6 F 3.345 -2.924 3.856
7 C 2.613 -0.791 3.248
8 C 2.285 0.091 2.217
9 C 2.326 -0.289 0.868
10 C 2.690 -1.607 0.508
11 S 2.696 -2.145 -1.182
12 O 1.876 -1.313 -2.006
13 O 2.327 -3.525 -1.272
14 F 4.189 -1.915 -1.636
15 C 1.962 0.816 -0.111
16 O 2.578 1.090 -1.102
17 C 0.765 1.649 0.311
18 C -0.210 2.053 -0.595
19 C -1.261 2.852 -0.097
20 C -2.347 3.313 -1.070
21 O -3.588 2.649 -0.853
22 C -3.487 1.293 -1.111
23 C -3.067 0.811 -2.355
24 C -2.989 -0.560 -2.618
25 C -2.532 -1.083 -3.982
26 C -3.321 -1.482 -1.628
27 C -3.747 -1.007 -0.369
28 C -3.847 0.363 -0.102
29 C -4.306 0.943 1.248
30 C -5.544 1.873 1.115
31 C -4.700 -0.167 2.254
32 C -1.300 3.242 1.252
33 I -2.857 4.489 1.994
34 C -0.311 2.816 2.146
35 C 0.723 2.015 1.669
36 C 1.830 1.505 2.564
37 O 2.295 2.128 3.478
38 H 2.110 -5.539 2.117
39 H 2.833 -5.932 0.488
40 H 1.565 -4.665 0.681
41 H 5.089 -4.928 2.102
42 H 2.544 -0.459 4.279
43 H -0.165 1.769 -1.641
44 H -1.957 3.165 -2.084
45 H -2.521 4.379 -0.882
46 H -2.800 1.518 -3.142
47 H -1.479 -0.831 -4.143
48 H -2.633 -2.173 -3.986
49 H -3.163 -0.660 -4.772
50 H -3.280 -2.555 -1.799
51 H -3.972 -1.788 0.359
52 H -3.449 1.478 1.683
53 H -5.452 2.695 1.833
54 H -6.437 1.265 1.317
55 H -5.660 2.285 0.108
56 H -4.951 0.312 3.211
57 H -5.624 -0.643 1.903
58 H -3.915 -0.916 2.387
59 H -0.298 3.094 3.198
60 Cl -4.655 -3.744 1.942
61 C -6.277 -4.095 1.337
62 Cl -7.323 -2.704 1.582
63 Cl -6.225 -4.539 -0.371
64 H -6.674 -4.934 1.894
65 Cl 5.928 -5.545 4.800
66 C 5.050 -4.987 6.229
67 Cl 3.705 -6.069 6.593
68 Cl 6.136 -4.850 7.611
69 H 4.646 -4.006 6.014
70 Cl 0.194 5.446 -4.391
71 C 1.089 5.536 -2.872
72 Cl 0.666 7.006 -1.984
73 Cl 0.780 4.102 -1.880
74 H 2.147 5.572 -3.101
75 Cl 4.223 -9.323 1.983
76 C 4.463 -8.971 0.269
77 Cl 2.966 -9.216 -0.632
78 Cl 5.056 -7.323 0.052
79 H 5.208 -9.654 -0.117
80 Cl 5.800 5.955 -3.055
81 C 5.323 6.891 -1.637
82 Cl 6.248 8.391 -1.532
83 Cl 3.587 7.225 -1.680
84 H 5.533 6.301 -0.755
85 Cl 7.081 1.827 -7.078
86 C 6.629 2.777 -5.662
87 Cl 7.577 4.266 -5.580
88 Cl 4.902 3.140 -5.678
89 H 6.844 2.191 -4.778
90 Cl -6.257 4.186 -0.977
91 C -7.920 4.752 -1.126
92 Cl -8.432 4.758 -2.816
93 Cl -9.005 3.755 -0.151
94 H -7.969 5.767 -0.755

Entry 6:
Entry from OMol25: a structure of composition C5H7NO in a non-equilibrium geometry (the ωB97M-V functional and the def2-TZVPD basis).

Largest force on an atom: 3.6 eV Å⁻¹
Molecular weight: 97.1 Da
Kohn-Sham gap: 0.3425 Eh
Net charge: 0

Cartesian coordinates (Å):
1 O -1.870 2.016 -0.200
2 C -1.881 0.788 0.456
3 C -0.681 0.603 1.352
4 C -0.362 -0.374 0.601
5 C 0.696 -1.195 0.043
6 C 1.617 -0.619 -0.970
7 N 2.105 -0.907 0.379
8 H -1.102 2.446 0.226
9 H -2.895 0.452 0.671
10 H -1.686 -0.074 -0.465
11 H 0.454 -2.247 -0.005
12 H 1.427 0.413 -1.261
13 H 2.046 -1.271 -1.725
14 H 2.131 -0.029 0.898